(1)
Entry from the Open Molecules 2025 dataset: a cluster of 4 separate species, C22H52BN3O11 in total at a distorted geometry (ωB97M-V/def2-TZVPD).

```
89
Properties=species:S:1:pos:R:3:lowdin_charge:R:1
C -0.46894 7.46816 -3.08095 0.03
C -0.49632 5.96477 -3.47539 -0.30
B -1.94197 5.47658 -3.97442 -0.59
O -2.06821 4.89510 -5.21229 0.18
O -3.03741 5.61361 -3.15649 0.17
C 0.23336 4.96258 -2.55638 -0.05
O 1.28954 4.42313 -3.37265 0.07
C 1.52557 5.36497 -4.31979 -0.60
O 2.52258 5.65622 -4.79442 0.23
O 0.33899 5.92326 -4.68880 0.05
H -0.21235 8.02605 -3.97230 0.10
H -1.44001 7.76825 -2.69286 0.08
H 0.30757 7.58899 -2.32470 0.09
H -1.41845 4.17881 -5.25275 0.12
H -3.79232 5.86497 -3.70950 0.12
H -0.40914 4.18345 -2.15703 0.12
H 0.71660 5.51525 -1.74500 0.13
C -1.26873 -1.76348 0.72865 -0.10
O -2.63545 -1.47987 0.48934 -0.19
C -3.27863 -0.85064 1.59318 -0.21
C -3.64125 0.58092 1.25093 -0.21
N -2.44614 1.41227 1.14354 -0.05
C -2.68731 2.73461 0.57041 -0.20
C -3.16336 2.80475 -0.87970 -0.22
O -2.20195 2.37839 -1.82794 -0.19
C -2.16332 0.98076 -2.07494 -0.08
H -0.89827 -2.36021 -0.10526 0.08
H -0.68145 -0.84193 0.77841 0.07
H -1.14093 -2.33428 1.65129 0.08
H -2.66875 -0.89926 2.50016 0.12
H -4.20153 -1.40705 1.78349 0.12
H -4.29101 0.98651 2.03209 0.12
H -4.20656 0.56209 0.31000 0.11
H -1.76747 0.93462 0.56440 0.07
H -1.74142 3.28042 0.63387 0.12
H -3.40171 3.26845 1.20476 0.12
H -3.34715 3.85882 -1.10670 0.11
H -4.11880 2.29113 -1.03470 0.11
H -3.14360 0.51458 -1.96021 0.09
H -1.43311 0.49186 -1.42533 0.07
H -1.82813 0.83593 -3.10321 0.09
C 1.19155 -0.43861 2.91130 -0.11
O 0.13363 -1.07314 3.61101 -0.22
C 0.53868 -2.26028 4.28508 -0.22
C 0.48008 -2.06935 5.78783 -0.21
N 1.52132 -1.15553 6.24312 -0.05
C 1.37268 -0.72570 7.63222 -0.20
C 0.14277 0.10720 7.99151 -0.23
O 0.12354 1.39723 7.40654 -0.18
C -0.41610 1.45839 6.09605 -0.10
H 0.76477 0.37071 2.31954 0.08
H 1.92305 -0.00733 3.60176 0.08
H 1.69238 -1.13752 2.23452 0.09
H 1.53046 -2.59085 3.96373 0.12
H -0.17645 -3.04227 4.00853 0.12
H 0.61299 -3.03752 6.27963 0.12
H -0.52217 -1.69444 6.03323 0.11
H 1.51457 -0.33278 5.65443 0.07
H 2.25620 -0.12874 7.87191 0.12
H 1.40484 -1.60870 8.27838 0.12
H 0.17453 0.27494 9.07180 0.12
H -0.79706 -0.42196 7.79536 0.11
H -1.19518 0.71019 5.93441 0.09
H 0.37136 1.35088 5.34584 0.07
H -0.85449 2.44840 5.96484 0.09
C 3.02870 -4.10609 -6.08309 -0.11
O 1.96938 -4.74392 -5.39220 -0.20
C 2.36371 -5.92384 -4.69947 -0.22
C 2.27834 -5.72177 -3.19906 -0.21
N 3.31064 -4.80295 -2.73078 -0.05
C 3.13822 -4.36526 -1.34748 -0.20
C 1.90192 -3.53208 -1.01269 -0.24
O 1.89086 -2.24385 -1.60305 -0.19
C 1.37338 -2.18784 -2.92270 -0.09
H 2.59744 -3.30659 -6.68394 0.09
H 3.74990 -3.66336 -5.38834 0.08
H 3.54262 -4.80461 -6.74922 0.09
H 3.36219 -6.25465 -4.99860 0.12
H 1.65618 -6.70845 -4.98323 0.12
H 2.40433 -6.68626 -2.69851 0.12
H 1.27140 -5.34703 -2.97379 0.11
H 3.31332 -3.98408 -3.32495 0.07
H 4.01692 -3.76568 -1.09635 0.12
H 3.16047 -5.24452 -0.69583 0.12
H 1.91567 -3.35768 0.06787 0.11
H 0.96553 -4.06356 -1.22033 0.11
H 0.59798 -2.93767 -3.09474 0.09
H 2.17360 -2.29690 -3.65861 0.07
H 0.93630 -1.19814 -3.06430 0.08
```

The calculation puts the gap between HOMO and LUMO at 9.12 eV. The net charge is 0. The value obtained for the total energy is -51324.42672 eV. Its SMILES is C[C@]1(B(O)O)COC(=O)O1.COCCNCCOC.COCCNCCOC.COCCNCCOC. The multiplicity is 1.

=====

(2)
Entry from the Open Molecules 2025 dataset: a structure of composition C2H10NO at a distorted geometry (ωB97M-V/def2-TZVPD).

```
14
Properties=species:S:1:pos:R:3:lowdin_charge:R:1
C 2.73197 -0.65778 0.05770 0.01
N 1.53693 0.05856 -0.52826 0.28
C -3.10647 0.34716 -0.39173 -0.07
H 2.68148 -0.71443 1.20103 0.16
H 2.77787 -1.60897 -0.31382 0.08
H 3.63872 -0.06032 -0.25633 0.12
H -2.39916 1.32283 -0.36641 0.06
H 0.05956 0.07754 1.88634 0.11
H -2.49109 -0.49282 0.15816 0.04
H -3.25083 0.12234 -1.42580 -0.01
H -4.16205 0.49558 0.06557 0.06
H 1.86630 0.79333 -1.16923 0.15
H 0.51675 0.15740 0.10224 0.02
O -0.39998 0.15956 0.98054 0.00
```

The calculation puts the gap between HOMO and LUMO at 4.83 eV. The net charge is +1. The value obtained for the total energy is -5759.18056 eV. The multiplicity is 1. As for the energy above the lowest of the compared OMol25 structures with the same formula, charge and spin: 196.1 kcal/mol.